Entry 1:
Entry from the Open Molecules 2025 dataset: a molecular structure, C16H14Cl5Sn (the ωB97M-V functional and the def2-TZVPD basis).

XYZ file:
```
36
Properties=species:S:1:pos:R:3:forces:R:3
H 1.8122 -1.0749 2.5587 0.0 -0.1 -0.1
C 1.8503 -2.1278 -0.3595 0.2 0.1 -0.1
Cl -3.9701 4.6373 1.5663 0.0 0.0 0.0
C 2.3576 1.6950 0.8285 0.2 -0.3 0.0
C -0.3385 -1.6810 0.5141 -0.2 -0.1 0.0
C -1.1802 1.7844 1.6106 0.0 0.0 0.1
H -2.9344 -1.6942 -0.1826 0.0 0.0 0.0
C -2.6661 3.6272 1.1201 -0.1 0.0 0.1
C 2.2933 -2.1718 -2.8475 -0.1 -0.1 0.1
Cl -2.4893 5.0960 -1.1541 0.0 0.0 0.0
C -2.3241 -1.3076 -0.9985 0.1 -0.1 0.0
H 2.6769 1.0828 1.6756 0.0 0.0 -0.1
Cl -0.0571 3.2247 -1.9095 -0.1 0.0 0.1
C -0.5718 1.9545 0.3836 -0.2 -0.1 -0.4
C 1.5484 -2.0578 2.1547 0.0 0.0 -0.1
H 2.7716 -1.2152 -3.0780 0.0 0.0 0.0
C 1.3628 -2.0440 -1.6656 0.3 -0.1 -0.1
C 0.0077 -1.7838 -1.8524 -0.1 0.0 -0.2
C -2.0193 3.8370 -0.0988 0.0 0.1 -0.1
H 2.4426 -2.6801 2.1931 0.0 0.0 0.0
H 2.9046 -2.3409 -0.1995 -0.1 0.0 0.0
H -2.6798 -1.7418 -1.9322 0.0 0.0 0.0
Cl -3.0076 2.3925 3.4972 0.0 0.0 0.0
H -1.0071 -1.5718 1.3612 0.1 -0.1 -0.1
Cl -0.5634 0.5943 2.7128 -0.1 0.4 0.0
H -0.3868 -1.7217 -2.8621 0.0 0.0 0.0
C -2.2402 2.6123 1.9833 0.0 -0.1 0.1
H -2.4977 -0.2287 -1.0510 0.0 0.0 0.0
C 1.0137 -1.9494 0.7444 0.2 0.1 0.2
H 3.0584 2.5108 0.6502 -0.1 0.0 -0.1
C -0.9736 2.9929 -0.4349 0.0 -0.1 0.0
H 3.0895 -2.8898 -2.6475 -0.1 0.0 0.0
C -0.8622 -1.6094 -0.7759 -0.2 0.1 0.0
Sn 1.0201 0.8288 -0.5881 0.1 0.2 0.8
H 0.8024 -2.4871 2.8244 0.0 0.0 -0.1
H 1.7572 -2.4916 -3.7408 0.0 0.0 0.0
```
Positions in Å, forces in eV/Å.

Its charge is +1. For the HOMO-LUMO gap (alpha / beta), the calculation gives 6.03 / 7.37 eV. The calculation puts the largest force on an atom at 0.8 eV/A. As for the calculated total energy: -85253.2449 eV.

---

Entry 2:
Entry from the Open Molecules 2025 dataset: 9 unconnected molecules or ions with the total composition C11H29BN8O22 at a distorted geometry (the ωB97M-V functional and the def2-TZVPD basis).

XYZ file:
```
71
Properties=species:S:1:pos:R:3:forces:R:3
C -2.3780 1.9955 2.6756 0.6 -0.6 2.2
O -3.8045 -3.1791 -4.7550 0.2 0.2 0.5
N 0.8136 0.5313 -3.0731 0.0 0.1 -0.2
O 3.4951 -2.7036 0.1191 -0.2 -0.5 -0.3
O -2.1841 3.2139 6.7817 1.0 0.3 -2.5
H -1.4281 -2.1381 -4.7845 -0.1 -0.2 0.1
N 0.3068 0.5945 7.3141 0.2 0.1 -0.3
H -2.1051 -3.1631 -7.1908 0.2 0.0 0.0
H 4.9568 0.1260 -4.2866 -0.2 0.1 0.1
H -1.3425 -3.8725 -4.3182 -0.1 0.1 -0.1
C -1.2990 -3.5069 -7.8378 -0.4 0.0 0.1
H 1.8045 1.4594 -1.4829 -0.1 -0.1 0.0
O -3.5180 -2.6049 -2.6779 -0.1 -0.2 -0.6
C -3.9271 -0.2220 -0.5792 -0.4 -0.2 0.0
O 2.4042 2.9521 2.2572 -0.6 -0.4 0.1
C 0.9477 1.6667 -2.1246 0.0 0.4 0.1
C 4.6349 1.1026 -3.9265 0.1 0.1 -0.3
O 1.1454 1.1349 6.6097 -0.6 -0.2 0.3
H 2.4758 -2.1355 -2.1987 0.2 0.0 0.0
O -2.2249 3.7702 4.2519 -1.2 -0.7 3.3
H 4.1722 -2.7043 -2.3864 -0.1 0.1 0.1
H 0.3323 0.3278 9.3875 -0.1 -0.1 -0.1
H 2.8086 -3.7889 -2.8055 0.0 0.1 0.2
H -4.4952 0.4206 0.0930 0.2 -0.1 0.1
O -0.8990 0.6001 7.1204 0.7 0.3 0.1
H 1.7684 0.1343 1.4314 0.0 0.0 0.2
C 3.1486 -2.9910 -2.1473 -0.1 0.0 -0.3
C -1.6393 -2.8707 -4.0085 0.2 0.1 0.3
N 1.7050 1.9690 2.4345 0.2 0.3 0.0
O -2.9898 0.6526 2.8152 1.1 -0.4 1.8
O 2.7717 -4.6373 -0.5612 0.2 0.6 0.1
N 3.1370 -3.4871 -0.7463 0.0 -0.2 0.3
N -3.1100 -2.8857 -3.7940 -0.1 0.0 0.1
H -4.5702 -0.6325 -1.3555 0.2 0.1 0.0
H 0.4821 -1.1763 8.4118 -0.1 0.2 0.1
O 5.6836 2.0337 -2.0830 -0.5 -0.6 0.0
H -2.4583 2.5243 1.6696 -0.2 -1.2 1.4
H 5.1853 1.8982 -4.4258 -0.1 -0.1 0.2
C -3.1414 2.7551 3.9092 -0.4 -1.1 -5.3
H -1.2930 1.7567 3.0004 -2.0 1.2 -0.9
H -1.4785 -3.2079 -8.8699 0.1 -0.1 0.1
O -1.2261 5.2816 5.8900 0.0 -2.6 -1.1
O 4.3770 0.3259 -1.7631 0.2 0.4 -0.2
H -1.6170 2.4002 6.7165 -1.1 0.5 0.1
O -0.0806 -2.1092 -6.4462 0.4 -0.3 -0.6
N -2.8782 0.6131 -1.2193 -0.1 -0.1 -0.3
C 0.7899 -0.1362 8.5143 0.3 -0.2 0.2
H 3.3671 0.7797 1.9215 -0.2 0.1 0.0
H 1.1041 2.5830 -2.6917 0.0 -0.2 0.0
B -1.9447 4.0232 5.6196 1.2 1.3 1.4
N -0.0282 -2.8702 -7.4011 0.3 0.1 0.0
C 2.3295 0.6370 2.2187 0.3 -0.2 -0.1
H -4.0931 3.1240 3.3593 1.4 0.3 1.8
O 0.9764 -3.1561 -8.0308 -0.5 0.2 0.5
H 3.5609 1.2372 -4.0548 0.1 -0.2 0.0
O 0.5300 1.9797 2.7753 1.2 0.2 -0.2
H 2.2689 0.0898 3.1589 -0.2 0.0 -0.1
H -0.2777 5.0209 5.7654 -1.0 0.7 0.3
H -1.1505 -2.5951 -3.0755 -0.2 0.0 -0.1
H -1.1714 -4.5857 -7.7549 0.1 0.1 -0.1
H 0.0244 1.7230 -1.5473 0.1 -0.1 0.0
O -3.5643 1.6682 4.7308 2.4 -0.9 0.7
O 0.8942 0.7810 -4.2650 0.0 -0.4 0.6
O -2.8974 0.7048 -2.4359 0.3 0.1 0.6
C -2.8616 0.4929 4.2554 0.8 -0.8 -0.1
N 4.9245 1.1612 -2.4691 0.3 0.2 0.2
O -2.0686 1.1490 -0.4772 -0.1 -0.1 -0.5
O -2.2634 -0.3836 4.9017 -3.3 3.8 -3.0
O 0.6320 -0.5743 -2.5851 0.1 0.4 -0.4
H -3.4244 -1.0195 -0.0333 0.0 0.2 0.0
H 1.8747 -0.0577 8.5598 -0.2 0.1 -0.1
```
Positions in Å, forces in eV/Å.

Its charge is 0. For the HOMO-LUMO gap, the calculation gives 9.96 eV. The calculation puts the largest force on an atom at 5.9 eV/A. The calculation puts the energy above the lowest of the compared OMol25 structures with the same formula, charge and spin at 43.4 kcal per mole. As for the calculated total energy: -69498.1962 eV. As for the SMILES: O=C1OC[C@H](OB(O)O)O1.C[N+](=O)[O-].C[N+](=O)[O-].C[N+](=O)[O-].C[N+](=O)[O-].C[N+](=O)[O-].C[N+](=O)[O-].C[N+](=O)[O-].C[N+](=O)[O-].

---

Question: What is the formula in the second record?
Answer: C11H29BN8O22